Entry 1:
Entry from OMol25: a cluster of 2 separate species, C5H4F2O3 in total in a non-equilibrium geometry (the ωB97M-V functional and the def2-TZVPD basis).

Its multiplicity is 1. The value obtained for the orbital gap (alpha / beta) is 7.03 / 7.03 eV. The total charge is 0.

XYZ file:
```
14
Properties=species:S:1:pos:R:3:nbo_charge:R:1
C 1.674 -1.738 0.016 1.036
C -2.468 0.657 -0.088 -0.456
C -1.450 -0.121 -0.327 -0.254
C -0.427 -0.569 0.634 -0.207
C 1.822 1.043 -0.101 1.117
O 2.522 -2.519 -0.220 -0.455
O 0.495 -1.503 0.206 -0.384
O 2.522 0.069 -0.205 -0.611
F 1.232 1.570 -1.124 -0.283
F 1.793 1.844 0.948 -0.290
H -2.942 1.181 -0.913 0.201
H -2.858 0.919 0.953 0.187
H -1.311 -0.251 -1.423 0.209
H -0.603 -0.582 1.643 0.190
```



Entry 2:
Entry from OMol25: an isolated molecule of C5H4F3N3O4 in a non-equilibrium geometry (the ωB97M-V functional and the def2-TZVPD basis).

Its multiplicity is 1. Its SMILES is O=C1NC(=O)[C@@H]([N+](=O)[O-])[C@H](C(F)(F)F)N1. The value obtained for the orbital gap is 9.91 eV. The total charge is 0.

XYZ file:
```
19
Properties=species:S:1:pos:R:3:nbo_charge:R:1
C -0.846 -1.302 0.602 0.687
C 0.882 0.108 1.566 0.785
C -1.042 -0.114 -0.441 -0.218
C 0.254 0.679 -0.838 -0.123
C 1.151 -0.202 -1.678 0.956
N -0.046 -0.922 1.655 -0.670
N 0.965 0.829 0.445 -0.609
N -1.902 0.852 0.244 0.518
O -1.312 1.826 0.740 -0.370
O -1.463 -2.326 0.584 -0.507
O 1.527 0.312 2.575 -0.614
O -3.103 0.624 0.227 -0.324
F 2.190 0.465 -2.198 -0.320
F 1.636 -1.213 -0.980 -0.310
F 0.540 -0.714 -2.766 -0.325
H -1.601 -0.523 -1.226 0.274
H 0.081 1.611 -1.439 0.270
H 0.367 -1.504 2.497 0.468
H 1.723 1.514 0.430 0.432
```



Entry 3:
Entry from OMol25: a cluster of 2 separate species, C5H4F4O2 in total in a non-equilibrium geometry (the ωB97M-V functional and the def2-TZVPD basis).

Its multiplicity is 1. Its SMILES is O=CC(F)(F)F.CC(F)=C=O. The value obtained for the orbital gap is 9.19 eV. The total charge is 0.

XYZ file:
```
15
Properties=species:S:1:pos:R:3:nbo_charge:R:1
C -1.452 0.584 0.329 0.080
C 1.817 -1.319 -0.421 0.344
C -1.433 1.058 1.528 0.626
C -2.645 0.232 -0.495 -0.644
C 2.621 -0.048 -0.041 0.893
O -1.533 1.656 2.491 -0.397
O 2.080 -2.380 0.100 -0.456
F -0.287 0.116 -0.295 -0.349
F 2.706 0.815 -1.081 -0.318
F 1.983 0.614 0.920 -0.304
F 3.876 -0.513 0.303 -0.313
H -3.240 1.106 -0.706 0.224
H -3.399 -0.456 -0.042 0.224
H -2.264 -0.176 -1.362 0.241
H 1.170 -1.290 -1.226 0.148
```



Values for energy relative to the best compared isomer or geometry (same formula, charge and spin), eV, ordered as above
3.001, 0.085, 0.000